Entry from the Open Molecules 2025 dataset: a single C5H7N molecule in a non-equilibrium geometry (ωB97M-V with the def2-TZVPD basis set).

Structure (XYZ):
```
13
Properties=species:S:1:pos:R:3:forces:R:3
N 0.4726 0.6152 -0.5625 -0.185 -0.064 -0.025
C 1.0730 0.8888 0.7233 0.115 0.109 0.136
C 0.9077 -0.4319 -1.4648 0.074 -0.134 -0.037
C -2.7953 -0.0823 0.9102 0.558 0.004 0.159
C -0.2593 0.2259 0.6034 -0.069 -0.822 0.382
C -1.6827 0.3643 0.7891 -0.768 0.332 0.000
H -0.2050 -0.8104 0.9670 0.902 -0.105 -0.534
H 1.4110 -1.2670 -0.9519 -0.037 0.105 -0.008
H 1.5727 -0.0273 -2.2350 -0.061 -0.022 0.211
H 1.2871 1.9274 0.9626 -0.361 -0.110 -0.018
H -3.5938 -0.7593 1.0981 -0.445 0.453 -0.075
H 0.0112 -0.8175 -1.9633 0.210 0.009 0.044
H 1.8008 0.1741 1.1238 0.065 0.243 -0.235
```
Forces are in eV/Å.

Results
Structure (SMILES) = C#C[C@@H]1CN1C
E_LUMO = 0.99 eV
E_tot = -6784.402 eV
ΔE to the lowest compared entry with this formula, charge and spin = 396.58 kJ/mol